52
Properties=species:S:1:pos:R:3 method="wB97M-V/def2-TZVPD" lumo_energy_ev=0.4 de_lowest_kj_mol=0.0 orbital_gap_ev=6.5 multiplicity=1 homo_energy_ev=-6.18 charge=0 total_energy_ev=-38193.104
Li 0.57 0.75 -0.93
C 4.72 0.58 -1.38
P 2.94 0.75 -0.93
C 2.89 -0.37 0.52
C 2.92 2.43 -0.22
C 2.47 2.70 1.08
C 2.46 4.01 1.58
C 2.89 5.07 0.79
C 3.32 4.82 -0.51
C 3.34 3.51 -1.01
H 4.98 1.23 -2.22
H 4.93 -0.45 -1.68
H 5.37 0.82 -0.53
H 3.65 -0.11 1.26
H 3.08 -1.40 0.20
H 1.91 -0.35 0.99
H 2.10 1.91 1.72
H 2.10 4.20 2.59
H 2.87 6.08 1.17
H 3.65 5.64 -1.14
H 3.67 3.36 -2.03
C -0.27 -2.42 3.38
C -0.94 -2.66 2.06
C -2.23 -2.18 1.80
C -2.83 -2.41 0.56
C -2.16 -3.12 -0.45
N -2.76 -3.42 -1.72
C -3.78 -2.76 -2.35
O -4.40 -3.38 -3.21
N -4.17 -1.47 -2.12
C -3.42 -0.40 -1.51
C -4.16 0.77 -0.96
C -3.48 1.80 -0.43
C -2.00 1.76 -0.42
N -1.37 0.75 -0.93
C -2.07 -0.36 -1.51
C -0.88 -3.63 -0.17
C -0.27 -3.40 1.07
H -0.92 -1.83 4.06
H 0.67 -1.86 3.23
H -0.05 -3.39 3.87
H -2.77 -1.62 2.56
H -3.84 -2.05 0.41
H -2.46 -4.32 -2.13
H -5.07 -1.17 -2.53
H -5.24 0.78 -0.97
H -4.01 2.65 -0.01
H -1.44 2.59 0.00
H -1.48 -1.15 -1.95
H -0.35 -4.21 -0.92
H 0.72 -3.79 1.26
H 0.57 0.75 0.74

---

51
Properties=species:S:1:pos:R:3 method="wB97M-V/def2-TZVPD" lumo_energy_ev=0.7 de_lowest_kj_mol=185.9 orbital_gap_ev=8.5 multiplicity=1 homo_energy_ev=-7.79 charge=0 total_energy_ev=-30748.385 smiles="Cc1ccc(N[C@@H]2c3ccccc3C(=O)N2CCN2CCOCC2)cc1"
C -4.75 -3.34 -0.30
C -3.37 -2.77 -0.13
C -2.94 -2.30 1.10
C -1.68 -1.75 1.25
C -0.80 -1.65 0.16
N 0.46 -1.15 0.40
C 1.44 -0.81 -0.59
C 2.83 -0.95 -0.03
C 3.45 -2.05 0.53
C 4.75 -1.90 0.98
C 5.41 -0.68 0.89
C 4.79 0.42 0.33
C 3.49 0.28 -0.12
C 2.58 1.26 -0.75
O 2.79 2.43 -1.01
N 1.42 0.59 -1.01
C 0.31 1.23 -1.67
C -0.45 2.18 -0.73
N -1.31 1.43 0.17
C -1.43 2.01 1.50
C -2.15 3.38 1.46
O -2.95 3.50 0.30
C -3.63 2.31 0.00
C -2.64 1.18 -0.37
C -1.23 -2.14 -1.07
C -2.50 -2.69 -1.21
H -5.06 -3.87 0.60
H -5.47 -2.54 -0.48
H -4.79 -4.03 -1.14
H -3.59 -2.36 1.95
H -1.36 -1.38 2.21
H 0.55 -0.63 1.26
H 1.30 -1.46 -1.46
H 2.94 -2.99 0.60
H 5.26 -2.74 1.42
H 6.43 -0.60 1.25
H 5.29 1.38 0.25
H -0.36 0.45 -2.05
H 0.71 1.81 -2.50
H -1.01 2.90 -1.34
H 0.29 2.73 -0.15
H -0.44 2.12 1.93
H -2.00 1.30 2.11
H -2.78 3.50 2.36
H -1.44 4.20 1.41
H -4.25 2.01 0.86
H -4.29 2.54 -0.84
H -2.56 1.07 -1.45
H -3.00 0.23 0.04
H -0.59 -2.10 -1.93
H -2.81 -3.05 -2.17

---

51
Properties=species:S:1:pos:R:3 method="wB97M-V/def2-TZVPD" lumo_energy_ev=0.4 de_lowest_kj_mol=265.8 orbital_gap_ev=7.6 multiplicity=1 homo_energy_ev=-7.12 charge=0 total_energy_ev=-30747.557 smiles=COc1cc(N[C@@H](C)CCCN)c2ncccc2c1Oc1ccccc1
C -3.67 -0.38 -0.78
O -3.06 0.47 0.14
C -1.78 0.20 0.56
C -1.04 -0.90 0.13
C 0.24 -1.18 0.60
N 0.83 -2.33 0.18
C 2.21 -2.74 0.35
C 2.29 -4.25 0.16
C 3.18 -1.96 -0.56
C 2.64 -1.53 -1.93
C 2.34 -2.68 -2.90
N 2.06 -2.25 -4.26
C 0.84 -0.26 1.51
N 2.09 -0.46 1.96
C 2.62 0.38 2.80
C 1.96 1.52 3.29
C 0.69 1.76 2.85
C 0.08 0.88 1.94
C -1.22 1.09 1.46
O -1.95 2.15 1.98
C -2.53 3.03 1.11
C -3.58 3.80 1.62
C -4.19 4.74 0.82
C -3.78 4.93 -0.49
C -2.73 4.17 -0.99
C -2.10 3.23 -0.19
H -3.12 -0.42 -1.73
H -4.66 0.05 -0.96
H -3.79 -1.40 -0.39
H -1.48 -1.60 -0.57
H 0.34 -2.82 -0.55
H 2.48 -2.51 1.38
H 2.04 -4.54 -0.86
H 3.29 -4.60 0.37
H 1.60 -4.75 0.84
H 3.47 -1.06 -0.03
H 4.08 -2.57 -0.71
H 3.39 -0.89 -2.39
H 1.73 -0.93 -1.78
H 1.47 -3.25 -2.57
H 3.20 -3.36 -2.95
H 2.86 -1.76 -4.65
H 1.28 -1.60 -4.27
H 3.63 0.15 3.12
H 2.46 2.18 3.99
H 0.13 2.63 3.18
H -3.89 3.64 2.64
H -5.01 5.33 1.22
H -4.26 5.66 -1.12
H -2.39 4.32 -2.00
H -1.28 2.65 -0.58

---

51
Properties=species:S:1:pos:R:3 method="wB97M-V/def2-TZVPD" lumo_energy_ev=0.8 de_lowest_kj_mol=20.9 orbital_gap_ev=9.5 multiplicity=1 homo_energy_ev=-8.70 charge=0 total_energy_ev=-30750.096 smiles="Cc1ccc(CNC(=O)CN2CCN(Cc3ccc(C)cc3)C2=O)cc1"
C -4.23 -4.16 -1.59
C -2.97 -3.35 -1.55
C -2.73 -2.36 -2.50
C -1.56 -1.62 -2.47
C -0.59 -1.86 -1.50
C 0.66 -1.03 -1.50
N 1.34 -1.02 -0.23
C 2.67 -1.15 -0.12
O 3.42 -1.33 -1.06
C 3.17 -0.99 1.33
N 2.84 0.31 1.84
C 3.48 1.50 1.33
C 2.48 2.62 1.66
N 1.42 1.94 2.37
C 0.11 2.52 2.51
C -0.65 2.46 1.21
C -0.63 3.51 0.30
C -1.26 3.40 -0.92
C -1.94 2.24 -1.27
C -2.62 2.13 -2.60
C -1.97 1.19 -0.36
C -1.33 1.30 0.86
C 1.58 0.58 2.31
O 0.77 -0.25 2.66
C -0.82 -2.85 -0.56
C -2.00 -3.58 -0.59
H -4.10 -5.02 -2.25
H -4.48 -4.53 -0.60
H -5.06 -3.57 -1.97
H -3.47 -2.17 -3.26
H -1.39 -0.86 -3.22
H 0.41 0.00 -1.80
H 1.38 -1.42 -2.24
H 0.78 -0.89 0.60
H 2.69 -1.73 1.97
H 4.25 -1.13 1.35
H 3.66 1.41 0.25
H 4.44 1.65 1.83
H 2.92 3.39 2.30
H 2.09 3.10 0.75
H 0.23 3.56 2.85
H -0.41 1.95 3.28
H -0.12 4.43 0.56
H -1.23 4.23 -1.62
H -1.89 2.19 -3.41
H -3.15 1.19 -2.69
H -3.32 2.95 -2.74
H -2.49 0.28 -0.61
H -1.35 0.47 1.55
H -0.08 -3.06 0.19
H -2.16 -4.35 0.16